ORCA calculation (ωB97M-V/def2-TZVPD) on an isolated molecule of C4H10NO.

XYZ file:
```
16
Properties=species:S:1:pos:R:3:lowdin_charge:R:1
C -0.11 -0.45 0.38 -0.276
N -1.18 0.23 -0.37 -0.052
C -2.15 0.63 0.71 -0.352
O -2.09 -0.07 1.86 0.027
C 1.21 -0.76 -0.35 -0.271
C 2.05 0.42 -0.73 -0.126
H 0.29 0.10 1.28 0.131
H -0.67 -1.31 0.78 0.111
H -1.79 -0.39 -0.92 0.104
H -1.98 1.72 0.85 0.145
H -3.09 0.58 0.11 0.136
H 0.84 -1.22 -1.30 0.103
H 1.71 -1.59 0.18 0.115
H 1.50 1.13 -1.37 0.088
H 2.49 0.75 0.18 0.058
H 2.96 0.24 -1.28 0.060
```

Values from the calculation:
Kohn-Sham gap (alpha / beta): 10.403 / 7.528 eV
energy relative to the best compared isomer or geometry (same formula, charge and spin): 35.8 kcal per mole
2S+1: 2
LUMO (alpha / beta): 1.04 / -1.84 eV
F_max: 3.46 eV/Å